1.
Here is a 2-piece molecular cluster, C3H5F3O2 overall from the Open Molecules 2025 dataset. Energies are from ωB97M-V with the def2-TZVPD basis set.

- Total energy: -567.3497 hartree
- <S²>: 0.753
- Spin multiplicity: 2
- Kohn-Sham gap (spin up / spin down): 0.260 / 0.334 Ha
- Relative energy (zero: lowest compared OMol25 entry of this formula, charge and spin): 16.55 kcal/mol
- Highest occupied orbital energy (spin up / spin down): -0.1143 / -0.1884 hartree
- Net charge: -1

```
13
Properties=species:S:1:pos:R:3:forces:R:3:lowdin_spin:R:1
C -1.6577 -0.5696 -1.2125 -0.7296 1.0572 1.9963 0.000
F -0.7174 0.0916 -2.0014 0.3417 0.1866 -0.5025 0.001
F -2.6760 -0.8735 -2.1058 -0.1734 -0.2730 -0.5920 0.000
F -1.0412 -1.7974 -0.9850 0.2050 -0.5750 -0.1428 0.002
O -2.0204 0.0400 -0.1835 -0.1698 -0.4202 -0.9035 0.000
C -0.0077 0.5657 1.2600 3.7217 0.7527 1.8606 -0.003
H -0.1188 1.4197 0.5729 -0.6620 -1.8766 -0.8530 0.001
H -0.3278 1.0375 2.1956 0.6123 0.1402 0.3703 -0.001
H -0.2295 -0.4872 1.4945 -0.5039 0.5271 -2.0300 0.001
O 1.6497 0.5035 1.3135 -2.0820 0.4905 0.8776 0.277
C 2.2238 0.0193 0.2029 -0.4394 0.0049 -0.5144 0.620
H 3.3119 0.1328 0.1515 -0.4307 -0.0054 0.0857 0.054
H 1.6111 -0.0824 -0.7029 0.3100 -0.0090 0.3478 0.049
```
Forces are in eV/Å.

---

2.
Here is an isolated ion of composition C3H7N2 and charge +1 from the Open Molecules 2025 dataset. Energies are from ωB97M-V with the def2-TZVPD basis set.

- Total energy: -227.6243 hartree
- SMILES string: NC[C@H]1C=[NH+]1
- Kohn-Sham gap: 0.308 Ha
- Relative energy (zero: lowest compared OMol25 entry of this formula, charge and spin): 81.60 kcal/mol
- Highest occupied orbital energy: -0.5257 hartree
- Net charge: +1

```
12
Properties=species:S:1:pos:R:3:forces:R:3:nbo_charge:R:1
C 0.7297 -0.6364 0.1161 -1.3425 2.6757 1.7690 -0.245
C -0.8513 -0.6383 0.2070 0.9073 -2.2078 1.5923 -0.034
C -1.4540 0.7399 0.4746 -0.9089 -2.6814 -1.5981 0.260
N -1.7522 0.0959 -0.5936 0.0971 2.6433 0.4774 -0.396
N 1.1996 0.7339 -0.2152 -1.9366 0.7557 -1.6104 -0.784
H 1.0244 -0.7384 1.2379 -0.2251 -0.7545 -2.1628 0.244
H 1.0857 -1.3291 -0.6198 0.4427 -0.6104 0.1549 0.243
H -1.3949 -1.5664 0.5742 1.1197 1.1377 0.1435 0.236
H -1.9185 1.4775 1.0902 -0.0064 0.7054 0.1359 0.277
H -2.4417 0.0916 -1.3329 -0.0019 -0.0071 -0.3776 0.469
H 0.7829 1.4565 0.4509 0.9426 -1.1417 -1.1253 0.360
H 0.8919 1.0049 -1.2349 0.9121 -0.5149 2.6011 0.371
```
Forces are in eV/Å.

---

3.
Here is C11H34Cl3GeN5O2PPd as an isolated structure from the Open Molecules 2025 dataset. Energies are from ωB97M-V with the def2-TZVPD basis set.

- Total energy: -4790.1435 hartree
- <S²>: 0.763
- Spin multiplicity: 2
- Kohn-Sham gap (spin up / spin down): 0.225 / 0.233 Ha
- Relative energy (zero: lowest compared OMol25 entry of this formula, charge and spin): 0.00 kcal/mol
- Highest occupied orbital energy (spin up / spin down): -0.5316 / -0.5323 hartree
- Net charge: +2

```
58
Properties=species:S:1:pos:R:3:forces:R:3:lowdin_spin:R:1
Pd 0.1890 1.3585 0.6417 0.0695 0.5623 -0.1017 0.759
N 2.2988 1.3316 0.1451 0.1184 -0.1761 -0.0300 0.102
C 3.4744 1.8431 0.9050 0.0239 0.0121 0.0792 0.012
C 3.1851 3.0384 1.7907 -0.0521 0.0610 -0.0374 0.000
C 2.5952 4.2938 1.1220 0.0165 -0.0631 0.0559 0.000
C 1.1095 4.5108 1.3725 0.1146 -0.0532 -0.0489 0.006
N 0.2529 3.5853 0.5826 -0.0540 -0.0109 0.2122 0.088
H 2.4597 0.3550 -0.0970 -0.0910 0.0328 -0.0474 0.001
H 2.2280 1.8340 -0.7371 0.1224 -0.0389 -0.0418 0.000
H 4.2653 2.0771 0.1902 0.0059 0.0022 -0.0118 0.004
H 3.8306 1.0244 1.5285 0.0306 -0.0068 -0.0422 0.000
H 4.1365 3.2916 2.2607 -0.0081 0.0200 0.0042 0.000
H 2.5338 2.7275 2.6111 0.0188 0.0320 -0.0138 0.000
H 2.8006 4.3139 0.0448 0.0016 -0.0235 0.0023 0.000
H 3.1052 5.1705 1.5211 0.0017 0.0063 -0.0123 0.000
H 0.8378 5.5366 1.1209 0.0029 0.0110 -0.0156 0.003
H 0.8849 4.3609 2.4289 -0.0426 -0.0177 -0.0149 0.000
H 0.4341 3.7602 -0.4056 -0.0043 0.0693 0.0024 0.002
H -0.7253 3.8309 0.7130 0.0079 0.0374 -0.0083 0.001
C -3.1805 1.3468 0.2172 -0.0497 -0.0125 -0.0449 0.002
O -2.0807 2.0639 0.8282 -0.0624 -0.2028 -0.0268 0.040
H -4.0967 1.9264 0.3078 0.0151 0.0281 0.0014 0.001
H -3.3071 0.3728 0.6864 0.0186 -0.0045 0.0133 0.000
H -2.9362 1.2177 -0.8325 0.0172 0.0099 0.0082 0.000
H -2.3416 2.2507 1.7390 0.0484 -0.0128 0.0370 0.000
C 0.2122 -4.2721 -1.5226 -0.0479 0.0332 -0.0331 0.001
N 0.5407 -2.8720 -1.2463 0.2110 -0.1174 -0.0097 0.003
C 1.8893 -2.5137 -1.6856 -0.0717 -0.0181 0.0018 0.000
P -0.5499 -1.7612 -0.7482 0.4409 0.4215 0.0233 0.007
O 0.2656 -0.6097 -0.1422 -0.3219 -0.4036 -0.0083 0.044
N -1.5673 -2.5733 0.2194 -0.1923 -0.0909 0.2050 0.000
C -3.0222 -2.4443 0.2466 0.0302 -0.0175 0.0133 0.000
C -1.0485 -3.4718 1.2555 -0.0061 -0.0110 -0.0553 0.000
N -1.4929 -1.1196 -1.9432 -0.1149 0.0502 -0.0536 0.001
C -1.1240 0.1346 -2.5919 0.0122 -0.0579 -0.0415 0.001
C -2.1085 -2.0672 -2.8838 0.0239 0.0056 0.0114 0.000
H 0.3364 -4.4910 -2.5850 -0.0032 0.0155 -0.0022 0.000
H -0.8143 -4.4943 -1.2453 0.0001 -0.0004 0.0095 0.000
H 0.8760 -4.9300 -0.9582 0.0004 0.0093 0.0106 0.000
H 2.0111 -2.7137 -2.7523 -0.0026 0.0038 -0.0001 0.000
H 2.6299 -3.1039 -1.1423 -0.0074 -0.0008 0.0119 0.000
H 2.0813 -1.4603 -1.5072 -0.0028 0.0201 -0.0004 0.000
H -3.3600 -1.7232 -0.4900 -0.0051 0.0048 -0.0141 0.000
H -3.3548 -2.1281 1.2387 0.0177 0.0162 0.0037 0.000
H -3.4858 -3.4108 0.0362 0.0029 0.0031 -0.0062 0.000
H 0.0381 -3.5064 1.2264 0.0070 -0.0015 -0.0002 0.000
H -1.4362 -4.4815 1.1091 0.0103 -0.0090 -0.0088 0.000
H -1.3625 -3.1268 2.2417 -0.0016 0.0040 -0.0105 0.000
H -0.8271 0.8812 -1.8559 0.0185 0.0068 0.0194 0.001
H -1.9908 0.5213 -3.1292 -0.0025 -0.0070 0.0015 0.000
H -0.3100 0.0107 -3.3136 0.0061 0.0085 -0.0003 0.000
H -2.3838 -2.9899 -2.3765 -0.0022 0.0022 0.0055 0.000
H -1.4296 -2.3115 -3.7058 -0.0010 -0.0035 0.0039 0.000
H -3.0142 -1.6270 -3.3006 -0.0045 -0.0005 0.0078 0.000
Cl -1.4325 -0.3276 2.8236 0.2472 -0.0479 0.2874 -0.018
Ge 0.5343 0.4990 2.8409 -0.7081 -0.1028 -0.4875 -0.037
Cl 0.6675 1.9498 4.3277 -0.0128 0.2210 0.1865 -0.014
Cl 2.0793 -0.8879 2.8746 0.2103 -0.1975 0.0112 -0.012
```
Forces are in eV/Å.